1.
Molecular formula: C6H8
Method: DFT, wB97M-V/def2-TZVPD

Summary:
SMILES: C#C[C@H](C)C=C
Orbital gap (eV): 10.95
LUMO (eV): 1.08
Relative energy (zero: lowest compared OMol25 entry of this formula, charge and spin) (kcal/mol): 66.3
Calculated total energy (eV): -6347.9096

Last column: Mulliken charge in e.
Atoms and positions in Å:
C -2.72711 -1.09108 -0.01408  0.04
C -1.74941 -0.43049 0.13651  -1.08
C 1.78263 -1.23771 0.28225  -0.91
C 0.74022 -0.80041 -0.45395  -0.13
C -0.26330 1.47173 -0.02664  -1.35
C -0.37252 -0.02452 0.30001  0.80
H -3.67897 -1.36453 -0.30661  0.48
H 2.62897 -1.74561 -0.06246  0.30
H 1.82710 -1.22021 1.31019  0.28
H 0.58196 -0.74075 -1.46549  0.42
H 0.59420 2.00392 0.24209  0.38
H -0.31510 1.48799 -1.19580  0.25
H -1.02765 2.10290 0.25586  0.41
H 0.03537 0.02316 1.40288  0.11



2.
Molecular formula: C39H41F16NO8S
Method: DFT, wB97M-V/def2-TZVPD

Summary:
SMILES: CCCOCc1ccc(CCCCCOC)c2c1C(=O)c1c(ccc(N=C=S)c1CCOC(C)=O)C2=O.FC(F)C(F)(F)COC(F)(F)C(F)F.FC(F)C(F)(F)COC(F)(F)C(F)F
Orbital gap (eV): 7.65
LUMO (eV): -1.32
Calculated total energy (eV): -113278.9935

Last column: Mulliken charge in e.
Atoms and positions in Å:
C -7.50287 0.71140 1.66412  -0.93
C -7.62745 -0.85707 2.04628  -0.42
C -6.90910 -1.75031 0.90097  -0.37
O -5.88950 -0.90984 0.30037  -0.36
C -4.74522 -1.71194 -0.13578  -0.21
C -3.64966 -1.88626 1.04211  0.83
C -4.03054 -1.96644 2.56700  -0.33
C -2.89858 -2.08852 3.65146  -0.74
C -1.37834 -2.14848 3.30154  -0.12
C -0.19070 -2.22601 4.37231  0.25
C -0.15981 -3.67534 5.08271  -0.69
C -1.26152 -3.81164 6.26602  -0.72
C -1.05407 -2.74781 7.44818  -0.05
C -2.24772 -2.90443 8.55630  -0.61
O -2.92946 -1.64447 8.76725  -0.40
C -2.11763 -0.69761 9.50385  -0.63
C -1.00353 -2.09324 1.80309  0.55
C -2.14062 -1.96853 0.71631  -0.05
C -1.66958 -1.88955 -0.82706  -0.48
O -2.24949 -2.53604 -1.73122  -0.54
C -0.37276 -0.95378 -1.06779  0.06
C 0.76396 -1.08812 0.01615  -0.07
C 2.06917 -0.25918 -0.03411  -0.39
C 2.22190 0.74186 -1.21438  -0.73
C 1.08729 0.89640 -2.28105  0.31
N 1.35402 1.93747 -3.33869  -0.39
C 0.58881 2.93683 -2.94904  0.25
S -0.76340 3.90913 -2.78462  -0.12
C -0.23963 0.04271 -2.25753  0.49
C -1.40086 0.20614 -3.35282  -0.41
C -0.82540 0.32481 -4.87462  -0.48
O -1.09125 1.70351 -5.28526  -0.27
C -0.30740 1.98792 -6.45304  0.68
C 1.06589 2.79299 -6.38726  -0.51
O -0.74134 1.55744 -7.55123  -0.59
C 0.50968 -2.11333 1.23993  0.25
O 1.41123 -2.87072 1.66780  -0.58
H -8.18655 1.31436 2.36301  0.35
H -7.80174 0.93160 0.58516  0.25
H -6.42730 1.06502 1.88324  0.22
H -8.71293 -1.18297 2.24366  0.38
H -7.08669 -0.96874 3.06209  0.14
H -7.64990 -2.18587 0.13884  0.32
H -6.41971 -2.66552 1.41338  0.34
H -4.27421 -1.10533 -0.99992  0.14
H -5.09669 -2.71368 -0.55316  0.24
H -5.11538 -1.90305 2.92325  -0.07
H -3.20025 -2.11387 4.75189  0.39
H 0.83292 -1.97109 3.90390  -0.05
H -0.38895 -1.36362 5.11836  0.10
H -0.40733 -4.48319 4.29130  0.32
H 0.89390 -3.88904 5.46718  0.38
H -1.18757 -4.87966 6.70455  0.33
H -2.31613 -3.73074 5.81585  0.22
H -1.10328 -1.65167 7.11419  0.18
H -0.02685 -2.95354 7.92514  0.27
H -3.01889 -3.63073 8.11407  0.34
H -1.81871 -3.24426 9.55915  0.34
H -2.05325 0.26084 8.86038  0.23
H -1.04894 -1.09282 9.64205  0.29
H -2.55125 -0.43613 10.54406  0.24
H 2.83605 -0.42733 0.78979  0.48
H 3.18261 1.36506 -1.25732  0.37
H -2.11754 -0.69824 -3.38011  0.23
H -2.08408 1.11427 -3.13315  0.35
H -1.36964 -0.44455 -5.54366  0.37
H 0.28487 0.05923 -4.85172  0.30
H 1.84907 2.08806 -5.94392  0.03
H 1.42166 3.12137 -7.41862  0.23
H 0.93041 3.68682 -5.66800  0.30
C 3.84595 2.77179 3.72356  -0.74
C 3.18707 4.16451 3.82901  0.90
C 2.39277 4.44036 5.10745  0.06
F 1.37417 3.58215 5.29046  -0.18
F 1.83992 5.68020 5.05782  -0.28
F 2.43004 4.37283 2.72500  -0.26
F 4.19628 5.08345 3.76673  -0.33
O 3.14280 1.75882 2.98544  -0.34
C 2.12865 1.04366 3.66298  0.75
C 0.72675 1.32429 3.10833  0.71
F 0.42646 2.63887 3.12690  -0.23
F -0.22119 0.69692 3.84827  -0.23
F 2.23112 1.27223 4.98739  -0.33
F 2.42140 -0.26735 3.49147  -0.28
H 4.76571 2.91873 3.14983  0.39
H 4.18413 2.39992 4.69456  0.31
H 3.03943 4.40214 5.98884  0.28
H 0.64484 0.97740 2.07453  -0.18
C 4.02240 -0.25603 -9.20332  -0.85
C 3.94863 0.66313 -7.96458  1.05
C 3.96262 2.16903 -8.23985  0.01
F 5.07019 2.57478 -8.88353  -0.22
F 3.92878 2.86290 -7.06902  -0.26
F 4.93254 0.31201 -7.10169  -0.29
F 2.77486 0.37229 -7.32804  -0.29
O 5.31129 -0.77570 -9.56842  -0.41
C 6.15430 0.05524 -10.34149  0.76
C 7.41063 0.50210 -9.58431  0.20
F 7.11225 1.13075 -8.42873  -0.20
F 8.13586 1.37261 -10.32712  -0.26
F 5.43650 1.08486 -10.83233  -0.28
F 6.52134 -0.68293 -11.41460  -0.29
H 3.44588 -1.14976 -8.94733  0.44
H 3.50146 0.16951 -10.06528  0.35
H 3.09112 2.47110 -8.82789  0.28
H 8.04078 -0.35773 -9.34419  0.23



3.
Molecular formula: C27H39BaClN3O7
Method: DFT, wB97M-V/def2-TZVPD

Summary:
Orbital gap (alpha / beta) (eV): 3.61 / 3.62
Total charge: -1
LUMO (alpha / beta) (eV): 1.67 / 1.67
Calculated total energy (eV): -60653.0872

Last column: Mulliken charge in e.
Atoms and positions in Å:
O 1.08895 -0.05418 -3.91960  -0.34
C 0.57323 0.68967 -4.75931  -0.58
C 0.47875 2.15065 -4.62651  0.80
C 0.64016 2.81770 -3.39318  -0.01
H 0.63318 2.23651 -2.46971  0.71
C 0.83522 4.19794 -3.38238  -0.79
H 1.04764 4.69686 -2.43508  0.43
C 0.78547 4.92220 -4.58142  -0.50
H 1.02194 5.98323 -4.56393  0.37
C 0.45940 4.28029 -5.78215  -0.49
H 0.36715 4.85452 -6.70276  0.36
C 0.31809 2.89880 -5.80598  -0.60
H 0.11501 2.36728 -6.73991  0.31
H 0.16116 0.31690 -5.71983  0.28
C -1.72820 -1.47069 -1.91557  -0.07
C -2.39289 -0.57496 -0.93784  -0.81
H -2.13370 -1.31716 -2.93710  0.37
H -1.84336 -2.52736 -1.65471  0.03
H -0.64750 -1.25947 -2.03540  -0.11
C -2.75368 0.66436 -1.21078  0.30
C -4.09073 1.32328 -1.07526  -1.20
H -2.00633 1.36800 -1.60099  0.15
H -4.22360 1.98901 -1.93895  0.37
H -4.12557 1.91715 -0.14811  0.16
H -4.91469 0.58766 -1.06362  0.28
Ba -0.65878 -0.26420 0.76686  1.07
Cl -2.53122 1.87397 1.93969  -0.61
C -2.17866 -0.44200 3.73758  -0.20
O -1.77025 -1.37505 3.02724  -0.80
N -1.58132 0.01380 4.84829  0.34
C -0.49142 -0.73155 5.45805  -0.80
C -2.04612 1.20856 5.53451  -0.67
H -3.07313 0.13358 3.43417  0.64
H -0.17113 -1.51795 4.77061  0.18
H -0.82399 -1.17048 6.40957  0.35
H 0.34399 -0.05439 5.67593  0.21
H -2.84532 1.65657 4.93628  0.24
H -1.22111 1.92808 5.63784  0.10
H -2.41566 0.94988 6.53657  0.33
H 4.83371 1.30712 -2.92493  0.32
H 4.23219 2.40970 -0.46462  0.37
C 3.75600 1.53254 -2.92063  -1.04
C 3.20885 2.01984 -0.54115  -0.87
N 3.13839 1.10059 -1.67297  0.36
H 3.28037 1.01678 -3.76063  0.30
C 2.58627 -0.11715 -1.54612  -0.03
O 1.83857 -0.45104 -0.60711  -0.66
H 2.92464 1.51187 0.38241  0.20
H 2.84144 -0.82115 -2.35844  0.39
H 3.61839 2.61520 -3.03915  0.36
H 2.53477 2.87348 -0.70233  0.26
H 0.19164 -6.33994 0.60001  0.33
H 2.44546 -5.84554 -0.81478  0.32
C -0.28827 -5.62403 -0.08433  -1.00
C 1.76288 -5.23543 -1.42384  -0.88
N 0.68961 -4.68534 -0.61512  0.19
H -1.07477 -5.07704 0.44161  0.28
C 0.74424 -3.41718 -0.18367  0.78
O -0.04446 -2.93151 0.66334  -0.72
H 2.32555 -4.40877 -1.86685  0.25
H 1.53491 -2.81118 -0.65310  -0.27
H -0.71973 -6.19957 -0.91384  0.34
H 1.35111 -5.86874 -2.21751  0.30
O -0.06325 4.58372 2.61359  -0.73
C 0.52907 4.11724 3.71299  0.44
C 0.59306 4.92788 4.86952  -0.70
C 1.23006 4.44685 6.00584  -0.25
C 1.77703 3.15397 6.03856  -0.72
C 1.71287 2.35051 4.89884  -0.32
C 1.09066 2.80954 3.73604  0.23
C 0.89899 1.91521 2.54960  1.09
O 1.06830 0.67830 2.71843  -0.91
O 0.51924 2.43215 1.43160  -0.65
H -0.00040 3.80601 1.93700  0.37
H 0.12757 5.91482 4.83673  0.41
H 1.28666 5.08411 6.89005  0.35
H 2.24694 2.76964 6.94841  0.35
H 2.15603 1.35422 4.88498  0.39



4.
Molecular formula: C7H13Cl2P
Method: DFT, wB97M-V/def2-TZVPD

Summary:
SMILES: CC1=C(C)CP(C)(Cl)(Cl)C1
Orbital gap (eV): 9.40
LUMO (eV): 0.70
Relative energy (zero: lowest compared OMol25 entry of this formula, charge and spin) (kcal/mol): 14.7
Calculated total energy (eV): -41802.3701

Last column: Mulliken charge in e.
Atoms and positions in Å:
Cl -2.08588 -0.80467 2.07549  -0.26
Cl -2.70204 -1.41348 -1.12469  -0.35
C 1.14733 -0.74538 -0.00467  0.76
C 1.00467 0.55927 0.30686  0.70
C 2.33004 -1.63705 -0.09038  -1.54
C 2.08808 1.55306 0.30823  -1.71
C -2.95116 0.92798 -0.25145  -1.41
C -0.14371 -1.45972 -0.18527  -1.27
C -0.46347 1.08909 0.22837  -1.32
P -1.67425 -0.30042 0.19956  1.00
H 3.28666 -1.32966 0.22437  0.44
H 2.08789 -2.56199 0.52101  0.31
H 2.40756 -2.06638 -1.13428  0.30
H 1.93073 2.30584 -0.34946  0.43
H 2.25182 1.93682 1.29092  0.32
H 2.96527 1.13388 -0.05420  0.46
H -2.71029 1.36430 -1.23301  0.43
H -3.90896 0.43807 -0.50185  0.46
H -3.03772 1.75222 0.45450  0.37
H -0.29032 -1.64945 -1.31275  0.39
H -0.21672 -2.42594 0.40629  0.41
H -0.70547 1.77645 0.96749  0.66
H -0.61006 1.55716 -0.74108  0.43



5.
Molecular formula: C19H13N4Pd
Method: DFT, wB97M-V/def2-TZVPD

Summary:
Orbital gap (eV): 6.84
Total charge: +1
LUMO (eV): -3.25
Relative energy (zero: lowest compared OMol25 entry of this formula, charge and spin) (kcal/mol): 0.0
Calculated total energy (eV): -29349.4605

Last column: Mulliken charge in e.
Atoms and positions in Å:
Pd 0.00026 -1.39693 -0.00004  0.86
C 4.28882 -1.76579 0.00024  -0.87
C 2.93813 -2.09213 0.00022  -0.03
N 1.98046 -1.17562 0.00010  -0.13
C 2.31878 0.14985 0.00000  0.15
C 3.67515 0.55498 0.00003  1.32
C 4.66503 -0.44471 0.00026  -0.47
C 3.98020 1.92872 -0.00011  -0.85
C 2.95736 2.84067 -0.00016  -1.37
C 1.61626 2.44801 -0.00019  -0.43
C 1.25380 1.10459 -0.00012  0.72
N -0.00007 0.54562 -0.00009  -0.65
C -1.25412 1.10417 -0.00008  0.72
C -1.61711 2.44747 -0.00009  -0.43
C -2.95838 2.83966 -0.00001  -1.37
C -3.98093 1.92740 0.00010  -0.85
C -3.67530 0.55379 0.00005  1.33
C -4.66481 -0.44625 0.00014  -0.48
C -4.28815 -1.76723 0.00008  -0.85
C -2.93737 -2.09308 0.00003  -0.05
N -1.98001 -1.17624 -0.00001  -0.13
C -2.31878 0.14911 -0.00002  0.16
H 5.02525 -2.55639 0.00029  0.39
H 2.61969 -3.12373 0.00024  0.33
H 5.70860 -0.15915 0.00031  0.45
H 5.01398 2.24681 -0.00009  0.41
H 3.19210 3.89671 -0.00019  0.39
H 0.86614 3.21870 -0.00024  0.27
H -0.86720 3.21838 -0.00015  0.27
H -3.19348 3.89563 -0.00002  0.39
H -5.01485 2.24502 0.00019  0.41
H -5.70851 -0.16114 0.00022  0.45
H -5.02431 -2.55809 0.00011  0.38
H -2.61865 -3.12458 0.00002  0.32
N 0.00067 -4.47494 -0.00033  -0.06
C 0.00052 -3.32213 -0.00020  0.00
H 0.00081 -5.47716 -0.00045  0.30



6.
Molecular formula: O5S2
Method: DFT, wB97M-V/def2-TZVPD

Summary:
Orbital gap (eV): 8.66
LUMO (eV): -2.60
Relative energy (zero: lowest compared OMol25 entry of this formula, charge and spin) (kcal/mol): 11.1
Calculated total energy (eV): -31905.7092

Last column: Mulliken charge in e.
Atoms and positions in Å:
O -0.88197 1.66401 0.02749  -0.49
O -0.04888 0.03678 1.62014  -0.46
O 0.36775 -0.40544 -0.85921  -0.30
O -0.87745 -2.46908 -0.62280  -0.26
O 1.48586 1.71708 0.67752  -0.46
S 0.25717 1.01411 0.64795  1.27
S -0.30248 -1.55745 -1.49109  0.70